[1]
{
  "formula": "C10H7Cl3CoN2O2S3Se",
  "method": "ωB97M-V/def2-TZVPD",
  "species": ["Se", "Co", "Cl", "Cl", "Cl", "S", "S", "S", "O", "O", "N", "N", "C", "C", "C", "C", "C", "C", "C", "C", "C", "C", "H", "H", "H", "H", "H", "H", "H"],
  "positions_angstrom": [[-2.419, -2.398, -1.064], [-1.297, -1.125, 0.760], [1.824, 1.399, 0.468], [-2.606, 0.947, -2.605], [-0.090, 5.700, -2.140], [-2.135, -0.526, 5.098], [-2.253, -2.120, 2.532], [-1.017, 0.386, 2.436], [0.722, -2.229, 1.011], [-0.533, 0.004, -0.771], [1.876, -1.608, -0.838], [-3.539, -4.939, 0.043], [3.085, -2.031, 1.240], [-0.434, 1.243, -1.040], [-1.833, -0.746, 3.477], [0.710, 3.431, -0.878], [-0.216, 4.000, -1.726], [0.600, 2.088, -0.558], [-1.330, 1.900, -1.922], [1.781, -1.957, 0.480], [-1.241, 3.237, -2.259], [-3.091, -3.943, -0.342], [3.862, -2.525, 0.652], [1.519, 4.017, -0.464], [-1.967, 3.672, -2.931], [2.698, -1.081, -1.102], [2.925, -2.559, 2.176], [0.989, -1.225, -1.197], [3.411, -1.012, 1.464]],
  "nbo_charge": [-0.34, 0.88, -0.02, 0.01, -0.07, -0.30, -0.15, -0.28, -0.61, -0.84, -0.84, -0.51, -0.71, 0.42, -0.50, -0.26, -0.07, -0.13, -0.12, 0.70, -0.26, 0.06, 0.20, 0.22, 0.22, 0.37, 0.24, 0.44, 0.23],
  "de_lowest_kcal_mol": 0.0,
  "gap_ev": [5.8, 5.7],
  "multiplicity": 2,
  "homo_ev": [-1.69, -1.58],
  "charge": -2
}

=====

[2]
{
  "formula": "C10H7ClNO2",
  "method": "ωB97M-V/def2-TZVPD",
  "species": ["Cl", "O", "O", "N", "C", "C", "C", "C", "C", "C", "C", "C", "C", "C", "H", "H", "H", "H", "H", "H", "H"],
  "positions_angstrom": [[4.450, -1.016, 0.226], [1.994, 3.493, 0.751], [-0.086, 3.520, -0.032], [1.908, -1.137, 0.504], [1.306, 1.507, -0.561], [2.831, -0.282, -0.017], [2.631, 0.924, -0.479], [0.513, -0.723, 0.346], [-1.084, 0.951, -0.168], [-0.529, -1.589, 0.666], [-1.795, -1.086, 0.594], [0.222, 0.557, -0.094], [1.016, 3.086, 0.196], [-2.139, 0.193, 0.243], [-2.670, -1.918, 0.836], [-1.266, 2.033, -0.303], [2.249, -1.970, 1.086], [-0.277, -2.620, 0.790], [1.186, 1.958, -1.522], [-3.132, 0.542, 0.221], [3.515, 1.492, -0.853]],
  "nbo_charge": [-0.10, -0.73, -0.76, -0.66, -0.44, 0.19, -0.27, 0.18, -0.19, -0.29, -0.18, -0.05, 0.85, -0.26, 0.17, 0.27, 0.41, 0.20, 0.22, 0.20, 0.23],
  "smiles": "O=C([O-])[C@H]1C=C(Cl)Nc2ccccc21",
  "de_lowest_kcal_mol": 0.0,
  "gap_ev": 6.3,
  "homo_ev": -3.21,
  "charge": -1
}

=====

[3]
{
  "formula": "C10H7F9O11S",
  "method": "ωB97M-V/def2-TZVPD",
  "species": ["S", "F", "F", "F", "F", "F", "F", "F", "F", "F", "O", "O", "O", "O", "O", "O", "O", "O", "O", "O", "O", "C", "C", "C", "C", "C", "C", "C", "C", "C", "C", "H", "H", "H", "H", "H", "H", "H"],
  "positions_angstrom": [[1.686, 0.627, -1.766], [-1.221, 1.802, 1.995], [0.911, 0.594, 2.141], [2.667, 1.103, 0.486], [-0.806, -2.443, -5.340], [-1.864, 0.053, 0.910], [1.186, 2.578, -0.039], [-0.900, 0.901, 7.198], [-1.267, 1.816, -0.179], [0.421, -0.795, 0.574], [0.142, 2.101, 5.590], [2.173, -0.703, -1.707], [0.443, -4.260, -5.849], [2.218, -5.655, -5.879], [-1.597, 3.232, 4.757], [-1.933, 0.454, -2.425], [0.274, 0.781, -2.564], [2.547, 1.589, -2.358], [0.401, 3.353, 3.732], [-0.605, -1.283, -2.041], [1.970, -4.156, -4.219], [1.613, -4.780, -5.368], [-0.283, 2.938, 4.600], [1.445, 1.277, -0.019], [-0.748, -0.130, -2.303], [0.446, 0.497, 0.886], [-0.140, -3.502, -4.805], [-1.007, 1.085, 0.904], [-0.843, 2.120, 6.608], [1.063, -3.067, -4.008], [-2.102, 2.433, 5.833], [0.851, -2.933, -2.953], [1.500, -2.149, -4.405], [-0.573, 2.866, 7.357], [-2.837, 2.984, 6.413], [-2.561, 1.529, 5.432], [-1.824, 1.269, -2.934], [-0.847, -4.125, -4.256]],
  "nbo_charge": [2.28, -0.28, -0.28, -0.28, -0.33, -0.30, -0.28, -0.32, -0.31, -0.28, -0.49, -0.86, -0.50, -0.55, -0.48, -0.64, -0.72, -0.87, -0.55, -0.54, -0.48, 0.97, 0.97, 0.43, 0.97, 0.54, 0.45, 0.92, 0.44, -0.14, -0.13, 0.23, 0.20, 0.16, 0.21, 0.20, 0.51, 0.16],
  "smiles": "O=C(O)OS(=O)(=O)C(F)(F)C(F)(F)C(F)(F)F.O=C1OC[C@@H](F)O1.O=C1OC[C@@H](F)O1",
  "gap_ev": 11.3,
  "homo_ev": -11.27,
  "charge": 0
}

=====

[4]
{
  "formula": "C10H7IrN4S6",
  "method": "ωB97M-V/def2-TZVPD",
  "species": ["Ir", "S", "S", "S", "S", "S", "S", "N", "N", "N", "N", "C", "C", "C", "C", "C", "C", "C", "C", "C", "C", "H", "H", "H", "H", "H", "H", "H"],
  "positions_angstrom": [[-0.057, -0.394, 0.970], [0.646, -1.355, 2.742], [0.824, 4.035, 2.730], [-0.614, 1.538, 2.160], [2.113, 0.687, 0.376], [3.053, 5.965, 2.515], [3.172, 3.320, 1.184], [0.265, -2.010, -0.302], [1.203, -2.891, -0.176], [3.108, -3.754, 1.047], [-1.501, -0.088, -0.570], [-1.463, -1.024, -1.564], [1.945, -3.408, 0.608], [2.392, 4.542, 2.156], [-3.280, 0.061, -2.685], [-3.324, 0.997, -1.657], [-2.349, -0.954, -2.643], [0.778, 2.490, 1.969], [-2.414, 0.888, -0.624], [-0.495, -2.052, -1.429], [1.918, 2.135, 1.222], [3.939, -3.226, 0.807], [-4.044, 1.801, -1.652], [-3.974, 0.125, -3.512], [3.195, -4.499, 1.723], [-0.347, -2.833, -2.160], [-2.398, 1.600, 0.189], [-2.292, -1.698, -3.425]],
  "nbo_charge": [0.63, -0.01, 0.54, 0.09, 0.01, 0.16, 0.54, -0.35, -0.15, -0.74, -0.55, 0.13, 0.56, -0.61, -0.12, -0.25, -0.20, -0.40, 0.09, 0.00, -0.41, 0.43, 0.25, 0.24, 0.44, 0.23, 0.23, 0.24],
  "de_lowest_kcal_mol": 23.2,
  "gap_ev": [6.9, 5.9],
  "multiplicity": 6,
  "homo_ev": [-10.21, -11.41],
  "charge": 1
}

=====

no.,electronic energy (hartree)
1,-7004.7697
2,-1050.7207
3,-2509.8952
4,-3097.4203